(a)
ORCA calculation (ωB97M-V with the def2-TZVPD basis set) on 2 unconnected molecules or ions with the total composition C4H9N2O2.

Each line ends with the Mulliken charge.
Positions of all 17 atoms, in Å:
H  -1.69  1.80  0.12  0.321
C  1.86  1.25  -1.16  0.009
C  0.05  -0.41  -1.57  0.025
C  1.25  0.27  -2.16  -0.384
C  -0.72  0.21  -0.48  0.388
H  0.02  -1.49  -1.67  0.440
O  -1.11  -0.45  0.45  -0.394
H  -0.92  -2.66  3.14  0.188
H  -1.13  1.84  -1.46  0.276
H  1.83  2.33  -1.31  0.353
N  -1.25  -1.96  3.79  -0.515
H  -1.05  -1.04  3.47  0.186
H  1.05  0.68  -3.18  0.408
N  -0.89  1.63  -0.49  -0.445
O  2.10  0.83  -0.05  -0.357
H  -1.37  -2.26  4.74  0.187
H  1.96  -0.57  -2.17  0.314

Values from the calculation:
Multiplicity: 1
Net charge: +1

(b)
ORCA calculation (ωB97M-V with the def2-TZVPD basis set) on a gas-phase ion, C4H9N2O2 (charge +1).

Each line ends with the Mulliken charge.
Positions of all 17 atoms, in Å:
H  -2.39  -0.96  -1.34  0.354
H  -1.69  -0.16  -2.44  0.410
H  -0.16  1.30  0.88  0.402
N  1.85  1.93  0.54  -0.344
H  0.93  -2.35  0.88  0.292
N  -1.68  -0.25  -1.34  -0.278
H  0.05  -1.55  2.40  0.287
H  -1.95  0.63  -1.06  0.320
H  0.31  -1.19  -1.22  0.346
C  0.92  1.07  0.91  -0.098
O  2.52  -0.49  1.78  -0.585
C  -0.42  -0.64  -0.67  -0.462
O  -0.78  -1.04  0.59  -0.316
H  1.51  2.73  0.01  0.247
H  2.82  1.70  0.62  0.274
C  1.34  -0.24  1.44  0.405
C  0.38  -1.39  1.31  -0.256

Values from the calculation:
Multiplicity: 1
Net charge: +1

Quick look at relative energies in eV: (a) 0.717; (b) 0.000.

(a)
ORCA calculation (ωB97M-V with the def2-TZVPD basis set) on 3 unconnected molecules or ions with the total composition C4H13O4.

Each line ends with the Mulliken charge.
Positions of all 21 atoms, in Å:
H  1.88  2.35  -0.36  0.326
H  0.58  -0.34  2.84  0.243
C  0.80  -0.13  1.80  -0.310
H  0.31  -0.83  -1.46  0.353
C  -0.46  -0.17  0.95  -0.392
H  -1.91  -1.71  0.40  0.411
H  -1.40  0.43  -1.86  0.394
H  1.46  0.80  1.81  0.243
H  -0.21  -2.28  0.80  0.350
H  1.09  3.33  0.35  0.322
C  -0.61  -1.41  -1.25  -0.662
C  -0.85  -1.51  0.30  -0.670
H  1.49  -1.27  0.49  0.319
O  1.81  -1.12  1.39  -0.565
O  2.01  3.20  0.07  -0.670
H  -0.36  0.56  0.13  0.073
O  -1.72  -0.87  -1.83  -0.827
H  -1.33  0.21  1.50  0.367
H  -1.37  1.84  -2.53  0.223
O  -0.72  1.38  -1.97  -0.800
H  -0.49  -2.47  -1.59  0.271

Values from the calculation:
Multiplicity: 1
Net charge: -1

(b)
ORCA calculation (ωB97M-V with the def2-TZVPD basis set) on 3 unconnected molecules or ions with the total composition C4H13O4.

Each line ends with the Mulliken charge.
Positions of all 21 atoms, in Å:
C  -0.71  -0.71  -1.62  -0.492
O  -0.26  2.74  0.22  -0.771
H  1.46  -0.44  -2.07  0.329
O  -1.63  -1.11  1.73  -0.775
H  -0.13  1.78  0.59  0.458
H  2.17  -1.39  0.03  0.346
C  0.71  -0.35  -1.27  -0.176
C  1.14  -1.04  0.01  -0.670
H  -1.33  -0.76  -0.69  0.181
H  -2.40  -0.65  2.08  0.218
H  -0.77  3.14  0.93  0.266
H  0.64  0.74  -1.18  0.154
H  -0.94  -1.71  -2.05  0.349
H  0.49  -1.88  0.27  0.448
H  -1.65  1.00  -2.05  0.323
O  0.12  0.63  1.59  -0.863
H  2.11  0.78  1.08  0.373
H  -0.73  -0.51  1.68  0.404
O  -1.37  0.20  -2.51  -0.607
H  1.78  -0.48  2.06  0.338
C  1.29  0.03  1.18  -0.835

Values from the calculation:
Multiplicity: 1
Net charge: -1

Quick look at relative energies in eV: (a) 0.521; (b) 0.000.

(a)
ORCA calculation (ωB97M-V with the def2-TZVPD basis set) on a single C2H2O2 molecule.

Each line ends with the Mulliken charge.
Positions of all 6 atoms, in Å:
C  -0.61  -0.46  -0.04  0.060
O  1.62  -0.19  -0.07  -0.404
O  -1.67  0.18  -0.07  -0.447
H  -0.51  -1.52  0.11  0.363
H  0.56  1.55  0.14  0.323
C  0.61  0.44  -0.07  0.105

Values from the calculation:
SMILES: O=CC=O
Multiplicity: 1

(b)
ORCA calculation (ωB97M-V with the def2-TZVPD basis set) on a single C2H2O2 molecule.

Each line ends with the Mulliken charge.
Positions of all 6 atoms, in Å:
C  0.80  0.09  -0.08  0.115
H  1.12  0.70  0.77  0.267
H  -1.82  0.40  -0.57  0.331
O  -0.78  -0.66  0.73  -0.314
O  1.46  -0.70  -0.68  -0.443
C  -0.79  0.17  -0.17  0.044

Values from the calculation:
SMILES: O=CC=O
Multiplicity: 1

(c)
ORCA calculation (ωB97M-V with the def2-TZVPD basis set) on a single C2H2O2 molecule.

Each line ends with the Mulliken charge.
Positions of all 6 atoms, in Å:
C  -0.07  -0.06  0.74  0.070
H  0.70  0.08  -1.42  0.320
O  -0.66  -1.06  0.01  -0.406
O  -0.65  1.01  -0.01  -0.405
C  -0.08  -0.05  -0.71  0.108
H  0.76  0.08  1.38  0.313

Values from the calculation:
SMILES: O1[C@H]2O[C@@H]12
Multiplicity: 1

(d)
ORCA calculation (ωB97M-V with the def2-TZVPD basis set) on a single C2H2O2 molecule.

Each line ends with the Mulliken charge.
Positions of all 6 atoms, in Å:
O  -0.10  1.30  -0.14  -0.497
O  -0.52  -1.70  1.04  -0.404
H  0.65  0.05  -1.43  0.421
H  -0.13  1.29  0.91  0.311
C  -0.13  -0.96  0.19  0.523
C  0.23  0.03  -0.57  -0.355

Values from the calculation:
SMILES: O=C=CO
Multiplicity: 1

Quick look at relative energies in eV: (a) 0.000; (b) 1.130; (c) 3.388; (d) 0.900.

(a)
ORCA calculation (ωB97M-V with the def2-TZVPD basis set) on a gas-phase ion, C6H6N (charge +1).

Each line ends with the Mulliken charge.
Positions of all 13 atoms, in Å:
C  -3.04  -0.30  0.26  0.217
H  -0.49  1.23  0.68  0.370
N  -1.97  -0.72  0.09  0.006
C  1.80  -1.14  0.10  -0.253
C  1.52  0.11  0.32  -0.169
C  0.60  -1.87  0.05  -0.632
C  -0.62  -0.82  -0.25  0.278
H  0.20  0.98  -1.01  0.313
H  2.07  1.00  0.79  0.340
H  -4.06  0.09  0.55  0.432
C  0.12  0.49  -0.11  -0.560
H  2.63  -1.84  0.27  0.448
H  -0.52  -1.09  -1.39  0.211

Values from the calculation:
Multiplicity: 1
Net charge: +1

(b)
ORCA calculation (ωB97M-V with the def2-TZVPD basis set) on a molecular structure, C6H6N.

Each line ends with the Mulliken charge.
Positions of all 13 atoms, in Å:
H  1.49  -0.85  -0.68  0.372
H  2.08  -0.26  0.66  0.351
C  -3.07  -0.14  0.07  -0.399
H  -0.03  0.06  1.60  0.330
N  1.39  -0.11  -0.05  -0.205
C  -0.67  -1.40  0.06  -0.791
H  1.58  0.78  -0.55  0.345
C  0.05  -0.15  0.51  0.149
H  -4.19  -0.41  0.16  0.332
H  -0.56  0.53  -1.41  0.346
C  -2.30  0.96  0.05  -0.648
C  -0.95  0.46  -0.36  0.076
C  -1.87  -0.82  -0.02  0.742

Values from the calculation:
Multiplicity: 1
Net charge: +1

(c)
ORCA calculation (ωB97M-V with the def2-TZVPD basis set) on a gas-phase ion, C6H6N (charge +1).

Each line ends with the Mulliken charge.
Positions of all 13 atoms, in Å:
C  -0.79  -0.19  0.57  0.176
H  -1.90  -0.18  0.75  0.359
H  -0.34  -1.67  2.19  0.387
N  -1.87  1.72  -1.65  -0.091
H  2.21  0.64  -0.29  0.452
H  1.40  -0.76  -1.10  0.290
C  -0.96  1.25  -1.14  0.496
C  1.40  0.00  -0.26  -0.553
H  -2.78  2.01  -2.01  0.320
H  2.35  -1.43  1.06  0.328
C  1.30  -0.90  0.90  -0.147
C  -0.07  0.54  -0.37  -0.372
C  0.04  -1.04  1.34  -0.644

Values from the calculation:
SMILES: [NH+]#CC1=CC=CC1
Multiplicity: 1
Net charge: +1

(d)
ORCA calculation (ωB97M-V with the def2-TZVPD basis set) on 2 unconnected molecules or ions with the total composition C6H6N.

Each line ends with the Mulliken charge.
Positions of all 13 atoms, in Å:
C  -1.25  0.17  2.25  -0.221
H  -0.34  0.44  2.67  0.383
N  0.36  0.39  -1.20  0.120
C  -2.01  -0.37  1.46  -0.483
C  -0.53  1.33  -1.65  -0.587
H  -2.96  -0.79  1.03  0.336
H  -0.15  2.29  -1.31  0.325
C  1.99  -0.99  0.10  -0.438
H  3.26  -2.69  0.80  0.432
C  1.10  -0.34  -0.66  0.400
H  -0.60  1.34  -2.85  0.291
H  -1.56  1.09  -1.22  0.299
C  2.68  -1.87  0.56  0.144

Values from the calculation:
Multiplicity: 1
Net charge: +1

Quick look at relative energies in eV: (a) 4.747; (b) 5.737; (c) 0.000; (d) 3.635.

(a)
ORCA calculation (ωB97M-V with the def2-TZVPD basis set) on 2 unconnected molecules or ions with the total composition C3H4NO.

Each line ends with the Mulliken charge.
Positions of all 9 atoms, in Å:
C  -0.03  1.37  1.83  0.156
H  -1.30  -1.56  -2.68  0.301
C  -0.45  -0.79  -0.84  0.810
N  1.02  1.12  2.14  0.076
O  -0.34  -0.42  0.27  -0.464
H  2.03  1.05  2.24  0.380
C  -0.48  -1.23  -2.08  -0.837
H  0.56  -1.31  -2.64  0.200
H  -1.02  1.78  1.75  0.379

Values from the calculation:
Multiplicity: 1
Net charge: +1

(b)
ORCA calculation (ωB97M-V with the def2-TZVPD basis set) on 2 unconnected molecules or ions with the total composition C3H4NO.

Each line ends with the Mulliken charge.
Positions of all 9 atoms, in Å:
H  -0.20  1.79  -0.73  0.308
C  0.14  -1.03  -0.09  -0.091
H  -0.53  -3.01  0.58  0.312
C  1.18  0.09  -0.07  0.453
O  2.36  0.16  -0.19  -0.319
N  -0.87  -0.24  -0.22  0.085
H  -0.10  1.45  1.04  0.272
H  -1.86  -0.26  -0.39  0.254
C  -0.12  1.04  0.07  -0.273

Values from the calculation:
Multiplicity: 1
Net charge: +1

(c)
ORCA calculation (ωB97M-V with the def2-TZVPD basis set) on 2 unconnected molecules or ions with the total composition C3H4NO.

Each line ends with the Mulliken charge.
Positions of all 9 atoms, in Å:
C  -0.29  -0.34  -0.94  -0.297
O  -0.61  -1.33  2.91  -0.076
N  0.41  0.80  -0.49  0.048
H  0.46  -1.06  -1.30  0.338
H  1.30  2.69  0.15  0.464
C  0.94  1.80  -0.22  0.062
H  -1.01  -0.23  -1.79  0.334
C  -0.59  -1.42  1.79  0.043
H  -0.61  -0.91  -0.10  0.083

Values from the calculation:
Multiplicity: 1
Net charge: +1

(d)
ORCA calculation (ωB97M-V with the def2-TZVPD basis set) on 2 unconnected molecules or ions with the total composition C3H4NO.

Each line ends with the Mulliken charge.
Positions of all 9 atoms, in Å:
H  -1.97  -0.89  0.34  0.305
H  0.49  1.76  -0.99  0.290
N  -0.82  0.54  0.12  0.014
O  2.91  -2.64  -0.68  -0.122
C  -0.40  1.60  -0.44  -0.081
C  2.21  -1.83  -0.28  0.127
H  -0.80  2.58  -0.41  0.288
C  -1.11  -0.49  0.77  -0.147
H  -0.50  -0.61  1.58  0.326

Values from the calculation:
Multiplicity: 1
Net charge: +1

Quick look at relative energies in eV: (a) 0.861; (b) 4.619; (c) 0.000; (d) 0.412.